{"formula": "C42H50N6O4ScSe3", "method": "ωB97M-V/def2-TZVPD", "symbols": ["Sc", "C", "O", "C", "C", "C", "C", "C", "C", "N", "N", "C", "C", "O", "C", "C", "C", "C", "C", "C", "C", "C", "H", "H", "H", "H", "H", "H", "H", "H", "H", "H", "H", "H", "H", "C", "Se", "C", "C", "Se", "C", "H", "H", "H", "H", "H", "H", "H", "H", "H", "H", "O", "N", "N", "O", "C", "C", "C", "C", "C", "C", "H", "H", "H", "H", "H", "C", "C", "C", "C", "N", "C", "Se", "N", "C", "C", "C", "C", "C", "C", "C", "C", "C", "C", "H", "H", "H", "H", "H", "H", "H", "H", "H", "H", "H", "H", "H", "H", "H", "H", "H", "H", "H", "H", "H", "H"], "xyz": [[0.87680, 1.52099, -1.53583], [3.54861, 1.88803, -4.01672], [3.12957, 1.37669, -2.74985], [3.72897, 0.19954, -2.35450], [4.60379, -0.52749, -3.14549], [5.15285, -1.70287, -2.64553], [4.83451, -2.14945, -1.37298], [3.95912, -1.41780, -0.58666], [3.40540, -0.24602, -1.07467], [2.45981, 0.54268, -0.36036], [2.48126, 0.35656, 0.89117], [1.67758, 1.05887, 1.73344], [0.93381, 2.19817, 1.35595], [0.85923, 2.60556, 0.12926], [0.27818, 2.96123, 2.37371], [0.29636, 2.55414, 3.66427], [1.02352, 1.39669, 4.08273], [1.06017, 1.02084, 5.43982], [1.81956, -0.04299, 5.84742], [2.56327, -0.76095, 4.89772], [2.52782, -0.42183, 3.56830], [1.75085, 0.66638, 3.12660], [4.62651, 2.05151, -4.01554], [3.27078, 1.20004, -4.81737], [3.03052, 2.82847, -4.16601], [4.86579, -0.19979, -4.13941], [5.83479, -2.26902, -3.26526], [5.26373, -3.06622, -0.99382], [3.69006, -1.74679, 0.40694], [-0.23639, 3.86109, 2.06548], [-0.22743, 3.12861, 4.42002], [0.48635, 1.59643, 6.15601], [1.85244, -0.32622, 6.89053], [3.18080, -1.59010, 5.21933], [3.11500, -0.97451, 2.85014], [-2.32794, 4.68430, 0.13037], [-2.12353, 3.30241, -1.21703], [-1.80184, 4.50973, -2.70622], [-0.47600, 5.23479, -2.64107], [1.09170, 4.12498, -3.01374], [2.37181, 5.50450, -2.55542], [-3.11154, 5.37940, -0.16279], [-1.39312, 5.21590, 0.29592], [-2.61940, 4.19219, 1.05615], [-2.60591, 5.24669, -2.69625], [-1.89774, 3.91432, -3.61202], [-0.31836, 5.69096, -1.66395], [-0.44029, 6.01972, -3.39831], [2.34969, 5.72441, -1.49121], [2.13388, 6.39224, -3.13648], [3.36141, 5.14917, -2.83378], [-0.49719, 1.70989, -3.07327], [-0.69297, 0.80206, -3.97690], [0.07189, -0.18311, -3.79539], [0.92527, -0.19442, -2.81014], [0.04382, -1.31229, -4.69085], [-0.90939, -1.37091, -5.69510], [-0.89983, -2.46693, -6.54067], [0.04199, -3.47555, -6.37759], [0.98187, -3.39212, -5.36238], [0.99091, -2.30271, -4.50211], [-1.63782, -0.58285, -5.80988], [-1.63524, -2.53419, -7.33037], [0.03901, -4.32798, -7.04302], [1.71367, -4.17761, -5.23196], [1.71000, -2.21688, -3.70134], [-1.98042, -5.78427, 0.91452], [-1.27805, -4.67258, 1.68077], [-0.30633, -3.89664, 0.80015], [0.43902, -2.78753, 1.53022], [-0.45665, -1.76901, 2.07691], [-1.01686, -0.76554, 1.37243], [-0.73478, -0.52460, -0.45776], [-1.81589, -0.06437, 2.20196], [-2.75492, 0.98196, 1.81933], [-4.20494, 0.50651, 1.88454], [-4.57704, -0.55583, 0.85264], [-4.72223, -0.00584, -0.56029], [-1.73368, -0.60372, 3.47932], [-2.34193, -0.23473, 4.67201], [-2.06124, -1.01415, 5.77919], [-1.20833, -2.12159, 5.69669], [-0.59874, -2.48028, 4.50904], [-0.87778, -1.69369, 3.39955], [-2.68745, -6.31993, 1.54659], [-1.26215, -6.50942, 0.52851], [-2.53245, -5.38123, 0.06370], [-0.73975, -5.09545, 2.53528], [-2.02545, -3.98952, 2.09552], [-0.83432, -3.46505, -0.05420], [0.44334, -4.57884, 0.38796], [1.13697, -2.27420, 0.86847], [1.00313, -3.18200, 2.37585], [-2.47123, 1.29149, 0.81595], [-2.59288, 1.82079, 2.49932], [-4.84356, 1.38531, 1.75434], [-4.40111, 0.12835, 2.89104], [-5.51738, -1.01698, 1.16099], [-3.83136, -1.35851, 0.86481], [-5.47514, 0.78403, -0.59453], [-5.02900, -0.78995, -1.25274], [-3.78423, 0.40700, -0.93027], [-3.00997, 0.61299, 4.73395], [-2.51747, -0.76923, 6.72855], [-1.02104, -2.71004, 6.58426], [0.06047, -3.33426, 4.45342]], "forces_ev_per_angstrom": [[-0.04, 0.28, -0.22], [-0.07, -0.03, -0.05], [0.00, 0.14, 0.20], [0.03, -0.03, -0.09], [0.00, -0.01, 0.05], [0.00, 0.01, -0.01], [0.00, 0.01, 0.00], [0.02, -0.06, -0.03], [-0.08, 0.09, 0.07], [0.15, -0.33, 0.25], [0.13, 0.13, -0.04], [0.06, -0.03, 0.01], [0.08, 0.14, -0.04], [0.11, 0.00, 0.41], [-0.01, -0.08, -0.03], [0.03, -0.03, 0.00], [-0.04, 0.08, 0.03], [0.02, -0.03, -0.01], [-0.03, -0.01, -0.03], [0.01, -0.01, 0.01], [-0.01, -0.03, -0.01], [-0.02, -0.03, 0.03], [-0.01, 0.00, -0.01], [0.01, 0.01, 0.00], [0.02, -0.01, -0.01], [0.01, 0.00, 0.00], [0.00, 0.00, 0.00], [0.01, -0.01, 0.00], [0.00, 0.00, 0.00], [-0.03, -0.01, -0.02], [-0.01, 0.01, 0.01], [0.00, 0.00, 0.01], [0.00, 0.00, 0.01], [0.00, -0.01, 0.00], [0.01, -0.02, -0.03], [0.02, 0.01, 0.04], [-0.08, -0.07, -0.01], [-0.01, 0.01, -0.02], [0.06, 0.08, -0.02], [-0.15, 0.05, -0.06], [0.10, -0.04, 0.10], [-0.01, 0.00, 0.01], [0.01, 0.00, 0.00], [-0.02, -0.01, 0.01], [-0.01, -0.02, -0.04], [0.00, -0.02, 0.02], [0.02, -0.01, -0.01], [-0.02, 0.01, 0.03], [-0.03, -0.02, 0.00], [0.02, 0.00, 0.01], [0.00, 0.01, 0.01], [-0.35, -0.05, -0.49], [0.06, 0.01, 0.08], [0.07, -0.10, -0.03], [-0.02, -0.05, -0.12], [0.00, 0.10, 0.11], [-0.01, -0.09, -0.08], [0.00, 0.01, 0.00], [0.00, 0.00, 0.00], [0.00, 0.02, 0.03], [-0.02, -0.06, -0.07], [0.00, 0.01, 0.01], [-0.01, 0.00, -0.01], [0.00, 0.00, -0.01], [0.00, -0.01, 0.00], [0.01, 0.01, 0.02], [-0.01, -0.02, -0.03], [0.01, 0.03, 0.02], [0.03, 0.00, -0.01], [0.05, 0.07, 0.06], [0.06, 0.06, 0.03], [-0.03, 0.02, -0.01], [-0.22, -0.12, 0.02], [0.08, -0.01, -0.04], [0.03, 0.08, 0.03], [0.02, 0.00, 0.04], [0.02, -0.02, 0.01], [0.02, -0.01, 0.00], [-0.12, -0.02, 0.02], [0.03, -0.04, 0.02], [-0.02, 0.00, 0.00], [0.01, 0.01, 0.00], [-0.02, 0.05, 0.02], [0.00, -0.06, 0.00], [-0.01, -0.01, 0.02], [0.01, 0.00, 0.00], [-0.01, 0.01, -0.01], [0.00, -0.01, 0.01], [-0.01, 0.01, 0.01], [0.01, 0.00, 0.02], [0.01, 0.00, 0.01], [0.00, -0.03, -0.05], [0.02, -0.02, 0.00], [-0.02, 0.06, -0.08], [0.00, 0.04, -0.04], [0.01, -0.01, -0.01], [-0.02, 0.01, -0.02], [-0.01, 0.00, 0.01], [0.01, 0.00, 0.00], [-0.01, 0.00, 0.00], [0.01, 0.00, 0.00], [0.06, 0.03, -0.02], [0.01, 0.01, 0.01], [0.00, 0.00, 0.01], [0.00, 0.00, 0.01], [0.01, -0.02, 0.00]], "mulliken_charge": [0.0714, -0.8880, 0.2698, 0.0748, -0.7138, -0.9086, -0.9333, -0.3417, 0.6576, 1.1205, -0.6060, -0.1283, 0.4811, 0.1492, -0.9669, -0.9621, 0.7035, -0.7580, -0.7815, -0.8553, -0.3565, 0.7816, 0.3677, 0.4056, -0.0246, 0.4874, 0.4441, 0.4325, 0.2741, 0.5307, 0.4439, 0.4477, 0.4404, 0.4498, 0.4624, -1.1724, 0.3674, -1.0558, -0.7553, 0.3110, -1.1500, 0.4307, 0.3126, 0.2980, 0.5945, 0.3852, 0.3226, 0.5020, 0.3135, 0.4064, 0.3663, -0.1068, -1.1856, 1.4328, 0.2730, 0.4684, -0.5954, -0.5862, -0.5062, -0.7946, -0.2591, 0.4850, 0.4011, 0.4048, 0.3996, 0.3063, -1.4419, 0.0042, -0.4588, -1.0709, 1.7741, -1.1916, -0.4489, 1.7074, -0.3806, -0.9070, -0.0095, -1.0522, 0.3993, -0.8384, -0.9717, -0.9512, -0.6070, 0.2965, 0.4057, 0.3638, 0.3037, 0.2207, 0.1704, 0.0893, 0.5615, -0.3719, 0.7653, -0.6978, 0.3980, 0.5780, 0.3900, 0.4090, -0.0806, 0.3510, 0.3800, 0.0309, 0.5615, 0.4546, 0.4727, 0.5078], "homo_ev": -9.970, "relative_energy_kcal_mol": 5.9, "charge": 1, "max_force_ev_per_a": 0.6, "lumo_ev": -3.136}